Entry 1:
A cluster of 6 separate species, C31H52B2F4N6O2 in total. Source: the OMol25 dataset; level of theory: the ωB97M-V functional and the def2-TZVPD basis.

XYZ file:
```
97
Properties=species:S:1:pos:R:3:lowdin_charge:R:1
B 0.204 1.502 -1.272 -0.432
H -0.852 1.342 -1.423 -0.029
H 0.646 0.980 -0.437 -0.045
H 0.694 1.376 -2.225 -0.032
H 0.311 2.536 -0.983 -0.017
C -2.493 3.363 -2.399 0.028
C -1.558 3.561 -3.626 -0.351
O -1.927 3.919 -4.690 0.202
N -0.069 3.273 -3.457 0.083
H 0.115 2.631 -2.699 0.000
H 0.288 2.826 -4.290 0.173
C 0.774 4.561 -3.441 0.045
H -2.981 2.415 -2.626 0.104
H -3.162 4.193 -2.170 0.098
H -1.967 3.237 -1.452 0.037
H 1.820 4.323 -3.248 0.098
H 0.503 5.127 -2.550 0.098
H 0.673 5.198 -4.319 0.116
C -0.167 -2.229 -2.181 0.030
N -0.480 -3.382 -1.323 -0.070
C -1.622 -4.103 -1.549 0.037
C -1.758 -5.366 -1.028 0.052
C -0.861 -5.851 -0.083 -0.107
C 0.330 -5.141 0.138 0.088
C 0.459 -3.922 -0.555 0.024
C -1.147 -7.088 0.706 -0.141
C -2.454 -7.420 1.140 0.063
C -2.577 -8.640 1.721 0.036
N -1.541 -9.511 2.012 -0.065
C -0.321 -9.129 1.582 0.072
C -0.111 -7.890 0.960 0.042
C -1.734 -10.760 2.732 0.049
H 0.620 -1.645 -1.705 0.093
H -1.027 -1.576 -2.328 0.108
H 0.153 -2.511 -3.184 0.123
H -2.335 -3.614 -2.197 0.153
H -2.687 -5.907 -1.127 0.138
H 1.128 -5.461 0.792 0.143
H 1.416 -3.435 -0.437 0.152
H -3.261 -6.711 1.027 0.141
H -3.540 -8.983 2.072 0.155
H 0.450 -9.877 1.691 0.161
H 0.859 -7.596 0.588 0.140
H -2.694 -11.183 2.438 0.122
H -1.558 -10.560 3.789 0.131
H -1.015 -11.482 2.343 0.117
C -0.859 -0.671 1.127 0.026
N -1.411 0.691 1.373 -0.054
C -2.533 1.063 0.839 -0.060
C -2.990 2.322 1.042 0.061
C -2.292 3.285 1.914 -0.112
C -1.127 2.864 2.412 0.053
C -0.668 1.535 2.134 0.101
C -2.720 4.713 1.961 -0.143
C -1.741 5.727 1.770 0.068
C -2.077 7.106 1.760 0.044
N -3.377 7.475 1.739 -0.103
C -4.352 6.559 1.942 0.082
C -4.019 5.127 2.049 0.074
C -3.723 8.894 1.572 0.055
H -0.566 -1.205 2.031 0.123
H -0.035 -0.641 0.414 0.066
H -1.688 -1.333 0.875 0.097
H -3.120 0.342 0.290 0.157
H -3.941 2.565 0.592 0.129
H -0.543 3.583 2.969 0.143
H 0.343 1.296 2.430 0.151
H -0.724 5.424 1.569 0.126
H -1.393 7.923 1.583 0.151
H -5.341 6.925 2.178 0.153
H -4.864 4.461 2.151 0.134
H -3.979 9.076 0.529 0.128
H -2.909 9.492 1.983 0.119
H -4.560 9.012 2.261 0.115
C 3.711 0.495 -2.798 -0.034
C 4.234 0.592 -1.355 -0.235
C 5.732 0.948 -1.115 -0.140
O 5.883 0.929 0.326 -0.198
C 7.217 0.784 0.642 -0.103
N 3.296 1.603 -0.568 0.244
H 3.354 1.306 0.396 0.129
H 3.454 2.566 -0.830 0.162
H 2.341 1.481 -0.874 0.047
H 2.673 0.164 -2.848 0.055
H 4.324 -0.265 -3.282 0.100
H 3.653 1.437 -3.343 0.084
H 4.006 -0.349 -0.854 0.147
H 5.966 1.871 -1.646 0.138
H 6.265 0.102 -1.550 0.136
H 7.884 1.368 0.009 0.095
H 7.282 -0.257 0.325 0.098
H 7.589 0.902 1.660 0.109
B 2.949 -0.969 2.299 -1.441
F 4.278 -0.727 1.972 0.130
F 2.171 -0.048 1.640 0.109
F 2.570 -2.221 1.955 0.153
F 2.835 -0.710 3.627 0.164
```

Computed properties:
* HOMO: -16.45 eV
* charge: +4
* orbital gap: 5.91 eV

Entry 2:
A structure of composition C31H52BN4NiP2S. Source: the OMol25 dataset; level of theory: the ωB97M-V functional and the def2-TZVPD basis.

XYZ file:
```
92
Properties=species:S:1:pos:R:3:lowdin_charge:R:1
Ni -0.045 -1.404 -0.665 0.166
C 2.788 -3.340 1.567 -0.083
C 3.445 -2.764 0.296 -0.683
C 4.855 -2.279 0.628 -0.066
C 3.488 -3.873 -0.766 -0.086
P 2.281 -1.443 -0.261 1.164
C 2.475 -0.127 1.033 -0.227
N 1.176 -0.084 1.640 0.005
B 0.053 -0.704 1.064 -0.640
N -1.015 -0.591 1.971 0.008
C -2.261 -1.263 1.738 -0.236
P -2.272 -1.540 -0.098 1.148
C -3.551 -0.333 -0.734 -0.658
C -3.121 0.014 -2.171 -0.110
C -4.985 -0.863 -0.752 -0.083
C -3.513 0.926 0.150 -0.115
C -2.770 -3.325 -0.262 -0.684
C -2.896 -3.631 -1.763 -0.085
C -4.039 -3.730 0.489 -0.071
C -1.582 -4.134 0.293 -0.095
C -0.571 0.159 3.084 -0.139
C -1.233 0.581 4.217 -0.006
C -0.523 1.356 5.136 -0.085
C 0.809 1.682 4.922 -0.087
C 1.483 1.241 3.782 -0.009
C 0.781 0.479 2.873 -0.145
C 2.806 -0.707 -1.911 -0.675
C 2.164 0.673 -2.014 -0.124
C 2.152 -1.602 -2.977 -0.089
C 4.305 -0.591 -2.176 -0.078
H 3.380 -4.184 1.928 0.096
H 1.774 -3.697 1.367 0.076
H 2.732 -2.603 2.372 0.085
H 5.438 -3.147 0.946 0.100
H 4.867 -1.563 1.449 0.078
H 5.365 -1.833 -0.219 0.060
H 3.967 -4.757 -0.339 0.094
H 4.061 -3.580 -1.646 0.071
H 2.485 -4.165 -1.088 0.081
H 2.789 0.815 0.578 0.097
H 3.220 -0.400 1.781 0.089
H -3.121 -0.688 2.078 0.096
H -2.291 -2.232 2.241 0.092
H -3.256 -0.838 -2.842 0.076
H -2.076 0.323 -2.193 0.019
H -3.727 0.843 -2.545 0.093
H -5.117 -1.708 -1.426 0.067
H -5.637 -0.058 -1.104 0.099
H -5.328 -1.149 0.243 0.084
H -2.519 1.175 0.515 0.003
H -4.180 0.819 1.007 0.083
H -3.858 1.782 -0.434 0.092
H -3.759 -3.142 -2.214 0.067
H -3.007 -4.708 -1.911 0.093
H -2.005 -3.310 -2.313 0.076
H -4.937 -3.297 0.061 0.061
H -3.995 -3.461 1.546 0.082
H -4.141 -4.817 0.434 0.097
H -0.622 -3.768 -0.079 0.047
H -1.688 -5.178 -0.014 0.095
H -1.545 -4.111 1.384 0.086
H -2.272 0.327 4.386 0.113
H -1.021 1.712 6.029 0.105
H 1.332 2.293 5.646 0.104
H 2.522 1.497 3.612 0.112
H 1.120 0.675 -1.699 0.000
H 2.191 1.003 -3.056 0.095
H 2.675 1.424 -1.411 0.082
H 1.067 -1.680 -2.826 0.063
H 2.546 -2.618 -2.982 0.070
H 2.305 -1.168 -3.968 0.096
H 4.792 0.049 -1.437 0.090
H 4.456 -0.134 -3.158 0.095
H 4.809 -1.556 -2.186 0.066
N -0.427 2.815 -3.274 0.095
C -0.346 3.336 -2.021 -0.818
S -0.595 2.374 -0.674 0.749
N -0.052 4.655 -2.007 0.056
C 0.081 5.532 -0.892 -0.256
C -0.462 6.804 -1.018 -0.030
C -0.364 7.708 0.028 -0.078
C 0.277 7.343 1.203 -0.083
C 0.839 6.078 1.310 -0.070
C 0.755 5.170 0.263 -0.057
H -0.793 1.884 -3.358 0.077
H -0.429 3.396 -4.095 0.107
H -0.104 5.133 -2.894 0.141
H -0.967 7.087 -1.935 0.113
H -0.798 8.694 -0.076 0.108
H 0.345 8.042 2.025 0.105
H 1.354 5.788 2.217 0.106
H 1.210 4.194 0.349 0.077
```

Computed properties:
* HOMO: -10.24 eV
* charge: +1
* relative energy (zero: lowest compared OMol25 entry of this formula, charge and spin): 8.3 kcal per mole
* orbital gap: 7.79 eV

Q: Among the records above, which one has the lowest orbital gap?
A: C31H52B2F4N6O2